Record 1
This record from OMol25 describes a 15-piece molecular cluster, C25H80O25 overall. The level of theory is ωB97M-V/def2-TZVPD.

Results
E_HOMO ... -9.2 eV
Lowest unoccupied orbital energy ... -0.07 eV

Structure (XYZ):
```
130
Properties=species:S:1:pos:R:3:forces:R:3
C 4.503402 -1.844752 -1.928671 -0.3 -0.8 0.8
C 3.542512 -2.732782 -1.061861 -0.2 1.4 -1.8
O 2.210822 -2.282062 -1.418111 0.6 -1.1 0.8
O 4.242892 -0.486352 -1.639941 0.1 0.0 0.3
H 4.363582 -1.947512 -3.004771 0.0 -0.5 0.2
H 5.526492 -2.062712 -1.622261 0.3 -0.3 -0.4
H 3.751822 -2.573832 -0.004021 -0.1 0.1 0.1
H 3.652382 -3.796132 -1.274721 -0.3 0.1 -0.2
H 2.084882 -1.398222 -1.065171 -0.1 0.4 0.3
H 4.677782 -0.402282 -0.788231 0.0 0.9 0.4
C -2.486018 -2.936682 -1.739511 -2.0 -0.2 0.1
C -2.698408 -3.015552 -3.277101 1.4 -0.2 0.3
O -1.931828 -2.021642 -3.897571 -0.3 1.0 -0.5
O -1.223998 -3.251132 -1.248171 1.0 -0.5 -0.4
H -3.151038 -3.660622 -1.268591 -0.3 -0.1 -0.1
H -2.792068 -1.982142 -1.311391 -0.2 0.3 -0.4
H -3.672608 -2.908112 -3.754061 -0.5 0.0 1.0
H -2.334858 -3.988842 -3.606701 0.0 -0.4 0.1
H -0.998368 -2.234442 -3.827071 0.8 0.0 0.2
H -0.679738 -2.461682 -1.201871 0.1 0.4 0.0
C 0.909382 -1.059922 -5.832221 -0.7 -1.2 -1.9
C 1.444912 -1.177152 -4.439151 0.9 2.3 0.1
O 0.768822 -2.031222 -3.643451 -2.2 -3.0 0.2
O 1.815732 -0.496032 -6.815041 -0.8 0.4 1.2
H -0.061608 -0.567982 -5.889611 0.1 0.7 0.5
H 0.606562 -2.000932 -6.291451 0.4 -0.8 0.6
H 1.220362 -0.244472 -3.921671 1.0 1.1 -0.5
H 2.509812 -1.409722 -4.436241 0.2 0.2 -0.3
H 1.164612 -2.076782 -2.770031 0.4 -0.2 0.3
H 1.331132 0.303278 -7.033831 0.6 0.4 -0.4
C -0.764978 2.782538 -0.087451 -0.2 -0.2 -1.1
C -1.230648 4.153928 -0.594481 -0.2 -0.4 -0.5
O -2.449428 4.080738 -1.347741 0.0 -0.1 0.2
O -0.001768 2.094448 -1.118871 0.5 0.7 1.4
H -1.600228 2.121408 0.143569 -0.4 0.3 0.2
H -0.203358 2.854128 0.843979 0.4 0.1 -0.3
H -0.536838 4.496638 -1.362121 0.4 0.0 0.3
H -1.291658 4.906988 0.191199 -0.1 -0.1 0.2
H -3.193748 4.055458 -0.741981 0.0 -0.1 0.1
H -0.606528 1.846418 -1.821971 -0.6 -0.2 -0.6
C -2.185958 1.245688 -4.174221 -0.3 0.4 -2.5
C -1.342898 2.367498 -4.930501 -1.4 -0.9 0.7
O -1.632918 2.267668 -6.341921 0.8 0.1 0.9
O -1.606598 0.846958 -3.010461 1.2 0.2 2.2
H -2.249338 0.367078 -4.816201 0.4 0.1 -0.6
H -3.246998 1.438938 -4.016301 -0.2 1.0 0.0
H -0.295378 2.240598 -4.657211 0.2 -0.7 -0.8
H -1.494188 3.381048 -4.559121 -0.7 0.1 0.0
H -2.488548 2.678088 -6.486991 0.0 0.1 0.0
H -2.031338 0.035598 -2.722541 0.2 -0.5 0.0
C -3.977148 1.442858 3.960449 -0.3 -0.5 -1.2
C -2.719988 0.756928 3.380119 0.9 1.9 0.9
O -1.920378 1.727708 2.637069 -0.8 -0.9 -0.1
O -4.831438 1.865918 2.876229 -0.1 -0.7 0.9
H -3.881138 2.296158 4.631839 1.1 0.3 -0.1
H -4.458608 0.732798 4.632829 -0.6 -0.3 -0.6
H -2.898138 -0.110502 2.744569 -0.4 0.4 -0.1
H -2.079298 0.428728 4.198589 -0.1 -0.3 0.3
H -1.600008 2.371268 3.273309 0.0 0.3 -0.1
H -4.316068 2.454248 2.319589 0.3 0.0 0.0
C 4.218012 2.752148 -4.329341 2.7 2.8 0.8
C 4.568762 4.011908 -5.132621 0.7 -2.0 0.7
O 4.500122 3.496478 -6.455491 -0.1 1.6 -0.7
O 2.925842 2.398438 -4.473881 -1.8 -0.9 0.1
H 4.468232 3.005678 -3.299191 -0.1 -0.2 0.6
H 4.977332 2.040718 -4.653991 -0.2 -0.5 -0.2
H 5.597962 4.226758 -4.845081 0.4 0.0 -0.4
H 4.069702 4.946208 -4.875461 -0.8 -0.2 -0.5
H 3.692702 3.859088 -6.827231 0.0 -0.2 -0.4
H 2.792552 1.810148 -3.727051 -0.8 -0.3 -0.1
C 0.738342 0.148808 5.061859 -0.4 -0.3 -0.3
C 0.969272 -1.252212 4.479279 -2.2 -0.6 2.9
O 1.837022 -1.231772 3.460789 2.4 0.3 -2.5
O 1.904542 0.646808 5.652709 0.6 -0.2 0.4
H -0.055508 0.203048 5.806809 -0.1 -0.3 0.0
H 0.511102 0.835858 4.246739 -0.5 -0.2 -0.4
H 0.043422 -1.774382 4.237909 -0.4 0.5 -0.6
H 1.397742 -1.962402 5.186479 -0.2 0.3 1.1
H 2.690052 -1.383762 3.874109 0.3 -0.1 -0.6
H 2.575062 0.406388 5.009129 0.6 0.5 0.1
C 2.925472 1.634288 1.358259 -0.3 1.0 -2.0
C 4.187872 1.790188 0.509219 0.1 1.8 0.4
O 5.199932 0.982028 0.976949 1.5 -2.3 0.2
O 2.827242 2.568678 2.390179 0.5 0.5 1.7
H 2.834312 0.615888 1.735939 -0.2 0.1 -0.1
H 2.108252 1.982168 0.726409 -0.4 -1.3 -0.7
H 4.649372 2.775158 0.579689 -1.0 0.8 0.2
H 4.039832 1.718678 -0.568311 -0.3 -0.8 0.0
H 5.862032 1.470058 1.471989 -0.2 0.0 -0.1
H 2.558542 3.379088 1.951289 0.0 0.2 0.3
C -0.165388 4.605098 5.596889 0.1 -1.7 0.8
C 0.238962 3.879498 4.318989 -1.9 0.9 -1.1
O -0.636688 4.514948 3.342859 1.3 0.3 -0.9
O -1.626078 4.619158 5.674459 1.0 0.4 0.0
H 0.273412 5.602558 5.621839 -0.5 0.0 -0.1
H 0.156872 4.029238 6.464429 0.4 0.3 0.2
H -0.140178 2.868368 4.170779 1.0 -0.6 1.3
H 1.296562 3.954408 4.066069 -0.2 0.1 0.0
H -1.379128 4.736668 3.909639 -0.7 0.3 -0.2
H -1.824578 3.744008 6.015489 -0.4 0.0 0.1
C 2.555172 -5.399552 1.913109 -1.3 -0.6 -0.5
O 3.374942 -6.596692 1.799149 -0.6 1.9 0.3
H 2.496742 -4.882132 2.870689 0.9 -0.2 0.4
H 2.723072 -4.663942 1.126479 0.5 0.0 0.0
H 1.508222 -5.661302 1.759919 0.0 -0.5 -0.1
H 4.211502 -6.208862 1.532039 0.4 -0.5 0.0
C -0.045048 -0.703922 1.130559 -0.1 -0.2 -1.3
O 0.048022 -0.536832 -0.337311 -0.1 -1.1 1.9
H -1.045128 -0.993522 1.453179 -0.3 0.0 -0.3
H 0.609742 -1.525352 1.421409 0.2 0.3 -0.1
H 0.183392 0.223788 1.655229 0.3 -0.1 -0.1
H -0.116788 0.392588 -0.512271 0.2 0.6 -0.4
C -1.815638 -4.735482 2.234629 0.5 -0.3 -0.2
O -1.048028 -5.521672 3.210159 -1.4 0.8 -0.7
H -2.765978 -5.142212 1.888909 0.3 -1.1 0.4
H -2.172988 -3.777072 2.611249 0.7 0.3 0.3
H -1.176028 -4.648132 1.356349 -0.2 0.5 -0.1
H -0.376618 -4.890042 3.478219 0.2 -0.2 0.2
C -5.112998 -0.347212 -1.977421 -0.6 -1.0 1.4
O -5.055418 -1.268572 -0.834111 0.3 0.7 -0.5
H -4.224188 0.283738 -1.979861 0.1 -0.3 -0.1
H -5.237168 -0.984682 -2.852821 0.2 0.5 -0.3
H -5.972778 0.304788 -1.823211 0.0 0.1 -0.4
H -5.940408 -1.350692 -0.471271 0.0 0.1 -0.1
C -4.470208 -4.419122 4.753669 0.0 -0.2 -1.9
O -5.777128 -3.847772 4.831319 0.3 0.0 1.4
H -3.672798 -3.714822 4.516599 -0.1 0.5 0.2
H -4.105658 -4.996792 5.603079 -0.9 0.2 0.4
H -4.498828 -5.087172 3.892859 0.4 -0.4 0.1
H -6.051758 -3.435042 4.009229 0.5 -0.2 -0.1
```
Positions in Å, forces in eV/Å.

---

Record 2
This record from OMol25 describes C26H12Br4N2O2RuS2Se3Te as an isolated structure. The level of theory is ωB97M-V/def2-TZVPD.

Results
E_HOMO (alpha / beta) ... -3.9 / -3.9 eV
Lowest unoccupied orbital energy (alpha / beta) ... 1.04 / 0.96 eV
Total charge ... -1
Spin multiplicity ... 2

Structure (XYZ):
```
53
Properties=species:S:1:pos:R:3:forces:R:3
Ru -0.548817 -0.218495 -0.732932 0.3 -2.2 0.3
Br 1.592160 -6.903570 -1.088654 0.0 0.0 -0.1
C 1.369143 -5.148363 -0.422141 0.1 0.0 0.4
C 1.414804 -4.892757 0.941461 0.1 -0.2 -0.3
Br 1.726883 -6.312820 2.153182 0.0 0.0 0.1
C 1.199379 -3.595362 1.419508 -0.2 0.3 0.1
Br 1.280269 -3.196178 3.267377 0.0 0.0 0.0
C 0.857596 -2.527472 0.573038 0.2 -0.7 -0.2
O 0.545216 -1.355219 0.979077 -1.0 1.4 -0.5
C 0.854814 -2.800653 -0.842741 0.1 0.3 0.1
O 0.562648 -1.785635 -1.613611 -0.3 0.0 -0.2
C 1.122748 -4.082974 -1.303853 -0.1 0.1 -0.1
Br 1.087674 -4.356095 -3.182383 -0.1 0.1 0.1
Se 1.273261 1.252421 -1.193212 0.6 0.9 0.1
Se 1.543809 0.695025 -3.423732 0.0 -0.3 -0.8
Te -0.375132 -0.843141 -4.059073 0.5 0.4 0.0
Se -2.382605 0.277047 -3.363125 0.3 0.0 0.4
S -3.988183 5.962017 0.188505 0.3 -0.1 0.0
C -2.940003 7.317319 0.116735 -0.2 -0.1 0.0
C -1.639168 6.937142 0.025496 0.0 0.2 0.0
C -1.477659 5.531987 0.015765 0.0 -0.4 0.0
C -2.657902 4.842896 0.100087 -0.1 0.7 0.0
C -2.884626 3.405225 0.079835 -0.8 -0.6 0.0
C -1.806967 2.519939 -0.080100 0.3 0.2 0.0
N -1.931674 1.211597 -0.158794 -0.2 -0.3 0.5
C -3.182982 0.673605 -0.061230 -0.1 1.0 0.1
C -4.325457 1.476573 0.118670 0.2 -0.7 0.0
C -5.599392 0.823773 0.227147 -0.1 0.1 0.0
C -5.707386 -0.521505 0.200919 -0.1 -0.1 0.0
C -4.553454 -1.359340 0.039301 0.3 0.7 0.0
C -4.597378 -2.750126 0.055765 0.5 -0.7 -0.1
C -3.424270 -3.481321 -0.112175 -0.8 0.7 0.1
C -2.244853 -2.756913 -0.338288 0.4 -0.3 -0.2
N -2.172704 -1.446430 -0.354629 -0.4 0.3 0.2
C -3.305128 -0.730693 -0.132485 -0.3 -1.0 0.1
C -3.379615 -4.933646 -0.086480 -0.2 -0.7 0.0
C -2.282466 -5.754000 -0.115707 0.0 0.4 0.0
C -2.607298 -7.130003 -0.090688 -0.1 -0.2 0.0
C -3.946441 -7.353229 -0.040621 -0.2 0.1 0.0
S -4.835553 -5.886247 -0.026487 0.3 0.1 0.0
C -4.158289 2.854036 0.185643 0.6 0.6 0.0
H -3.351632 8.313278 0.134813 0.0 0.0 0.0
H -0.815847 7.634055 -0.034936 0.0 0.0 0.0
H -0.515540 5.044756 -0.055652 0.0 0.0 0.0
H -0.797990 2.901674 -0.161272 0.0 -0.1 -0.1
H -6.477596 1.448617 0.340631 0.0 0.0 0.0
H -6.670970 -1.006257 0.304822 0.0 0.1 0.0
H -5.535319 -3.267795 0.216573 -0.1 0.1 0.0
H -1.322650 -3.294275 -0.518646 0.0 0.1 0.0
H -1.261946 -5.390370 -0.141781 0.0 0.0 0.0
H -1.872021 -7.921195 -0.109272 0.0 0.0 0.0
H -4.475854 -8.292166 -0.021859 0.1 0.0 0.0
H -5.018738 3.498264 0.321108 -0.1 -0.1 0.0
```
Positions in Å, forces in eV/Å.

---

Record 3
This record from OMol25 describes C26H12DyF5N4O8S3 as an isolated structure. The level of theory is ωB97M-V/def2-TZVPD.

Results
E_HOMO (alpha / beta) ... -2.8 / -2.8 eV
Lowest unoccupied orbital energy (alpha / beta) ... 3.26 / 3.26 eV
Total charge ... -2
Spin multiplicity ... 6

Structure (XYZ):
```
59
Properties=species:S:1:pos:R:3:forces:R:3
Dy 0.343016 0.762611 0.221361 -0.2 -0.8 -0.3
O 0.624607 2.365802 2.141227 -0.4 -1.7 0.0
C 0.854652 3.541793 2.252860 1.0 0.3 -0.4
C 1.016929 4.432079 1.119750 0.1 1.7 -0.4
C 1.330020 5.788161 1.355343 -0.5 -1.5 -0.9
C 1.511207 6.683789 0.333879 0.0 -0.3 -0.8
C 1.437327 6.251354 -1.014079 0.6 -0.3 -0.6
C 1.188283 4.948462 -1.307473 0.4 -1.0 0.4
C 0.927726 3.985800 -0.247631 0.0 -0.4 0.0
O 0.696986 2.778224 -0.543026 0.1 0.8 -0.5
N 1.829539 8.041102 0.602924 -0.7 1.7 -1.3
O 1.911764 8.854765 -0.323031 0.2 -0.8 -0.9
O 1.912444 8.459230 1.723793 0.3 -0.5 2.4
H 1.125836 3.858396 3.268584 -0.3 0.8 0.0
H 1.393164 6.099074 2.347761 0.2 0.7 1.5
H 1.733787 6.878755 -1.852790 -0.2 0.3 0.5
H 1.386501 4.496933 -2.300982 -0.6 0.6 0.6
S 3.279970 0.975731 -0.169569 -0.5 -0.6 1.0
C 3.175915 0.176702 1.420859 1.4 1.2 -1.2
C 4.347434 -0.167309 2.118015 1.2 -0.4 -0.6
C 4.292912 -0.837771 3.305428 0.4 0.6 0.0
C 3.046687 -1.031949 3.895768 -0.6 -0.9 0.4
C 1.925376 -0.670797 3.190573 0.7 1.1 -1.4
N 2.010942 -0.019093 1.959509 -1.9 -1.6 2.0
H 5.276020 0.056600 1.585932 -0.2 -0.2 0.4
H 5.192480 -1.172255 3.819607 -0.1 0.1 -0.2
H 2.977873 -1.590565 4.839714 -0.2 0.4 -0.4
H 0.936256 -0.880306 3.541300 -0.4 0.1 0.0
F -0.529337 -6.874794 0.022412 0.2 -1.2 -0.3
C -0.734456 -5.628978 0.412263 0.3 1.8 0.3
C -2.007294 -5.054388 0.242009 1.8 -0.9 1.2
F -3.034681 -5.764297 -0.202000 -0.4 -0.6 -0.4
C -2.215553 -3.801522 0.721296 0.8 1.8 0.2
F -3.491216 -3.381279 0.650019 0.3 0.4 0.1
C -1.142486 -2.938808 1.135497 -0.7 -0.8 -0.5
S -1.421786 -1.266163 1.475942 -0.2 0.3 0.2
C 0.127983 -3.545794 1.195124 0.4 1.0 0.5
F 1.196552 -2.807140 1.578593 -0.5 -0.4 -0.2
C 0.361629 -4.862811 0.915734 -1.8 -1.7 -1.4
F 1.561458 -5.480322 0.961769 -0.2 0.5 0.2
O 0.515791 -1.662092 -1.238428 -1.5 1.1 -0.8
C -0.435996 -1.118897 -1.878865 0.2 -0.6 -0.2
O -0.665535 0.135426 -1.946320 0.4 -1.1 0.6
C -1.456782 -2.083972 -2.658947 1.1 1.7 2.4
C -1.348265 -3.429654 -2.464545 0.3 -2.1 -0.5
C -2.267375 -4.315271 -3.063112 0.1 1.8 0.2
C -3.353448 -3.803120 -3.759073 -1.3 -2.1 -1.7
C -3.456516 -2.441995 -3.956343 0.0 0.0 2.2
C -2.603481 -1.593351 -3.212731 -1.4 2.6 -2.4
N -4.664314 -1.934908 -4.599936 -0.3 1.1 -1.5
O -4.890831 -0.726268 -4.488044 -0.1 -1.5 0.0
O -5.324131 -2.694049 -5.337746 0.8 0.9 1.3
H -0.535385 -3.847152 -1.856575 -0.2 0.4 -0.4
H -2.100709 -5.348638 -2.990876 -0.1 -1.3 0.3
H -4.171075 -4.489038 -4.247516 1.9 1.4 1.0
H -2.824722 -0.467226 -3.228488 0.6 -1.9 0.1
S -2.835525 3.752342 2.383799 -0.3 -0.1 0.5
C -2.248373 2.540563 1.472913 1.1 0.0 -1.6
N -1.689791 1.868275 0.676571 -0.9 0.0 1.2
```
Positions in Å, forces in eV/Å.

---

Record 4
This record from OMol25 describes C26H15BrClF3IrN5O2SSe as an isolated structure. The level of theory is ωB97M-V/def2-TZVPD.

Results
E_HOMO (alpha / beta) ... -11.3 / -11.3 eV
Lowest unoccupied orbital energy (alpha / beta) ... -4.31 / -4.86 eV
Total charge ... +1
Spin multiplicity ... 2

Structure (XYZ):
```
56
Properties=species:S:1:pos:R:3:forces:R:3
Ir 0.092323 0.548487 0.386770 1.1 -0.9 -2.2
Se 3.892328 -6.221211 -0.691469 0.2 -0.2 0.0
N 2.569391 -5.424745 -1.528296 -0.6 0.2 -0.4
C 2.301756 -4.308813 -0.895671 0.4 -0.4 0.2
C 1.205657 -3.426502 -1.227336 -0.3 0.3 -0.1
C 0.263146 -3.722531 -2.214216 0.1 0.1 0.2
C -0.814507 -2.879087 -2.377922 0.1 0.0 0.0
C -0.897116 -1.739858 -1.586836 -0.2 -0.1 -0.2
N 0.025311 -1.429136 -0.690275 -0.6 0.8 0.5
C 1.055044 -2.251451 -0.483382 0.1 -0.4 -0.3
C 1.976235 -1.909213 0.577771 0.4 -0.2 0.2
N 1.834026 -0.712465 1.168424 -1.3 1.4 -0.5
C 2.563178 -0.418243 2.235166 0.1 0.3 0.2
C 3.459440 -1.318730 2.795889 0.1 0.0 -0.1
C 3.659353 -2.531010 2.174187 0.0 0.0 -0.1
C 2.939644 -2.825537 1.014669 -0.1 0.5 0.2
C 3.125865 -4.040643 0.252237 -0.1 -0.5 -0.3
N 4.024055 -4.956237 0.520449 0.2 0.5 0.5
H 0.397913 -4.616911 -2.806517 -0.1 0.0 0.0
H -1.583999 -3.080367 -3.107901 0.0 0.0 0.0
H -1.735775 -1.064777 -1.682622 0.0 0.0 0.0
H 2.423070 0.563444 2.667471 -0.1 0.0 0.0
H 3.988804 -1.053885 3.698910 0.0 0.0 0.0
H 4.351998 -3.265489 2.561302 0.0 0.0 0.0
F -0.190613 3.184029 -4.423163 0.0 0.0 0.0
C -1.215399 2.321102 -4.465629 0.0 0.0 -0.2
F -2.105905 2.795019 -5.344167 0.0 0.0 0.1
F -0.745559 1.160642 -4.958246 0.0 0.0 0.1
C -1.837710 2.120949 -3.106984 -0.2 0.0 0.0
C -3.165132 2.435407 -2.874218 0.3 -0.1 0.0
C -3.706719 2.215547 -1.611939 0.1 -0.1 0.1
C -2.900639 1.668763 -0.635447 -0.6 0.0 0.3
N -1.624477 1.364686 -0.865290 1.5 -0.2 1.3
C -1.071659 1.594353 -2.058540 0.0 0.1 -0.5
S 0.592095 1.162227 -2.155193 0.4 -0.3 2.1
H -3.767656 2.847907 -3.671342 0.0 0.0 0.0
H -4.737018 2.455365 -1.400719 0.0 0.0 0.1
H -3.277433 1.450029 0.355420 0.1 0.0 0.0
Br 1.113317 -3.523728 4.644482 0.0 0.2 0.0
C 0.780398 -1.690637 5.008234 -0.3 0.3 -0.3
C 1.252845 -1.215622 6.226242 0.0 -0.2 -0.2
C 1.074256 0.110293 6.576617 0.1 0.1 0.2
C 0.437695 0.984931 5.715305 -0.1 0.1 0.0
C -0.050291 0.517400 4.509851 0.0 -0.1 0.1
C 0.101469 -0.816923 4.129968 -0.1 -0.3 -0.3
C -0.424513 -1.187239 2.732745 0.9 -1.1 1.3
O -0.278776 -2.308271 2.287789 -0.2 0.3 -0.2
O -0.969400 -0.191565 2.098532 0.4 1.4 -1.9
H 1.757323 -1.892304 6.901392 0.0 0.0 0.0
H 1.434038 0.457805 7.535654 0.0 0.0 0.0
H 0.308714 2.024463 5.984126 0.0 0.0 0.0
H -0.568865 1.181591 3.834980 0.0 0.0 0.0
Cl -0.123916 3.000314 1.760991 -0.1 0.4 0.3
C 1.180992 2.458424 0.723845 -1.5 -1.2 -0.2
H 2.113959 2.428106 1.275392 0.0 -0.4 0.0
H 1.219635 3.089446 -0.154689 0.0 -0.2 -0.1
```
Positions in Å, forces in eV/Å.